(1)
Computed, not measured: C26H28F6IrN5O6S5 as an isolated structure at a distorted geometry, with wB97M-V/def2-TZVPD.

Each line ends with the Löwdin spin population.
Element x y z (Å)
Ir: 0.5719 -0.2424 -0.2805  2.928
C: 2.7890 1.2664 -4.0237  0.002
C: 1.8930 1.0026 -2.8665  0.000
N: 2.2503 0.3990 -1.7858  0.108
N: 3.4834 -0.1085 -1.5971  0.011
C: 3.7973 -0.7647 -0.4599  0.043
N: 4.9346 -1.4349 -0.4102  0.025
S: 2.8295 -0.6093 0.9265  0.294
C: 0.4861 1.4229 -2.8872  0.012
C: -0.1705 1.8235 -4.0506  0.004
C: -1.5084 2.1835 -3.9866  0.001
C: -2.1492 2.1763 -2.7582  0.005
C: -1.4320 1.7588 -1.6436  0.015
N: -0.1692 1.3812 -1.7162  0.122
H: 3.8237 1.4220 -3.7229  0.000
H: 2.4744 2.1490 -4.5721  0.000
H: 2.7603 0.4211 -4.7136  -0.001
H: 4.1162 -0.1969 -2.3965  0.002
H: 5.5085 -1.5909 -1.2280  0.002
H: 5.2029 -1.9262 0.4307  0.003
H: 0.3420 1.8339 -4.9984  0.001
H: -2.0401 2.4703 -4.8832  0.000
H: -3.1799 2.4814 -2.6652  0.001
H: -1.8876 1.7492 -0.6618  0.002
F: -3.1799 -4.0493 -2.8167  0.002
C: -2.6362 -2.8558 -2.8482  0.005
F: -2.1589 -2.5882 -4.0500  0.001
F: -3.5783 -1.9515 -2.5666  0.000
S: -1.2113 -2.6695 -1.6424  0.011
O: -0.8307 -1.2788 -1.8649  0.066
O: -1.6785 -2.9405 -0.3117  0.027
N: -0.1895 -3.7068 -2.1929  0.005
S: 1.3276 -3.4741 -1.8910  0.006
O: 2.1165 -4.5855 -1.5376  0.011
O: 1.5406 -2.2817 -1.0639  0.073
C: 1.9445 -2.8414 -3.5641  0.002
F: 3.1125 -2.1889 -3.3807  0.000
F: 1.0795 -1.9161 -4.0009  0.000
F: 2.1122 -3.7584 -4.4773  0.001
O: -1.1127 -0.7912 1.1351  0.106
S: -1.9221 -1.7684 1.8983  0.095
C: -2.4447 -0.7602 3.4135  0.048
C: -2.0262 0.6979 3.2974  0.008
C: -0.6865 0.9847 3.9798  0.001
C: -0.2126 2.4137 3.7593  0.005
S: 0.6344 2.7100 2.1206  0.022
O: 0.5522 1.4268 1.3499  0.107
C: 2.3449 2.8769 2.7549  0.006
C: 2.9686 1.7908 3.3485  0.002
C: 4.1941 1.9870 3.9664  0.001
C: 4.7958 3.2358 3.9478  0.001
C: 4.1609 4.3158 3.3548  0.001
C: 2.9323 4.1319 2.7357  0.001
C: -3.5532 -1.8973 1.1313  0.243
C: -3.9171 -1.0108 0.1283  0.085
C: -5.2026 -1.0662 -0.3803  0.058
C: -6.0773 -2.0584 0.0477  0.266
C: -5.6964 -2.9505 1.0457  0.067
C: -4.4228 -2.8828 1.5844  0.068
H: -1.9825 -1.2262 4.2811  0.000
H: -3.5239 -0.8734 3.4881  0.001
H: -2.7999 1.3186 3.7543  0.002
H: -1.9500 0.9714 2.2450  0.001
H: 0.0635 0.2742 3.6286  0.000
H: -0.7992 0.8410 5.0568  0.000
H: 0.4924 2.7246 4.5282  0.000
H: -1.0501 3.1106 3.7815  0.001
H: 2.5044 0.8179 3.3539  0.000
H: 4.6637 1.1607 4.4794  0.000
H: 5.7801 3.3637 4.3757  0.000
H: 4.6165 5.2930 3.3670  0.000
H: 2.4474 4.9650 2.2549  0.000
H: -3.2089 -0.2821 -0.2285  0.001
H: -5.5102 -0.3541 -1.1301  0.000
H: -7.0472 -2.1659 -0.4203  0.010
H: -6.3764 -3.7175 1.3818  0.000
H: -4.1254 -3.5874 2.3465  0.000

Atomic forces in eV per Å
0.93 0.84 0.45
0.08 -0.05 -0.11
0.75 -0.35 0.46
-1.04 0.06 -0.03
1.09 -0.22 -0.66
0.10 0.18 0.12
-0.13 0.01 -0.24
-0.71 0.06 -0.05
-0.73 0.30 -0.42
0.34 -0.12 0.34
-0.10 -0.01 0.17
0.23 -0.02 0.00
-0.56 0.34 -0.15
0.53 -0.70 0.23
0.01 0.04 0.07
0.01 0.06 0.01
-0.01 -0.08 -0.07
-0.40 0.06 0.24
0.05 0.09 0.04
-0.10 0.04 -0.01
0.10 0.02 -0.07
0.02 0.03 -0.02
-0.05 0.04 0.05
0.00 -0.07 0.09
0.26 -0.08 0.23
0.16 -0.09 -0.54
0.08 -0.11 0.02
0.20 0.11 0.31
-0.53 -0.67 -0.68
0.08 0.97 0.16
-0.39 -0.63 -0.16
-0.36 -0.20 0.29
1.09 0.74 -1.14
-0.25 -0.58 -0.07
-0.19 0.25 0.32
-0.03 0.29 0.09
0.09 -0.32 0.18
-0.17 -0.08 0.00
-0.15 -0.20 0.25
0.60 0.72 -0.74
-0.96 -0.13 1.13
-0.31 -0.13 0.01
0.21 0.18 -0.19
-0.08 -0.06 -0.15
0.12 0.00 -0.22
0.94 1.51 1.20
-0.33 -1.72 -0.80
-0.81 -0.18 -0.36
0.09 0.15 0.26
-0.16 -0.28 -0.13
0.15 0.18 -0.02
0.02 -0.23 -0.10
-0.18 0.07 0.00
1.38 0.23 0.74
-1.24 0.77 -1.16
1.46 0.93 -0.07
-0.68 -0.05 -0.36
1.12 -0.82 1.17
-1.49 -0.90 0.17
0.05 -0.31 -0.11
-0.01 -0.05 0.09
-0.06 -0.08 -0.04
-0.13 0.16 0.01
0.09 -0.03 0.03
0.07 -0.05 -0.01
0.05 0.00 -0.10
-0.03 0.05 -0.08
-0.12 -0.11 0.10
0.13 -0.05 -0.05
-0.05 0.03 0.18
0.07 0.08 -0.06
-0.18 0.15 -0.05
0.13 0.11 -0.06
-0.07 0.02 -0.08
-0.07 0.06 0.01
-0.10 -0.05 0.04
0.09 -0.09 0.08

As for the charge: +3. As for the LUMO energy (spin up / spin down): -8.56 / -12.61 eV. Its spin multiplicity is 6.


(2)
Computed, not measured: C48H90IN2O17PS6 as an isolated structure at a distorted geometry, with wB97M-V/def2-TZVPD.

Each line ends with the Mulliken charge.
Element x y z (Å)
C: -1.9803 3.9139 -3.1066  0.294
C: -1.8324 4.8628 -2.4094  -2.964
C: -1.6240 6.0891 -1.6018  3.436
C: -1.7785 7.2890 -2.5770  -1.407
C: -0.4958 7.8858 -3.1595  -1.070
C: 0.1674 7.0533 -4.2836  -0.268
C: 1.6902 6.9409 -4.1671  -1.196
N: 2.1240 5.6173 -3.7025  -0.089
C: 1.8599 4.5810 -4.6309  0.445
C: 1.5648 3.2238 -4.0433  -0.720
O: 1.8445 4.7383 -5.8308  -0.603
C: -0.2705 5.7993 -0.8955  -1.019
O: 0.8057 6.3069 -1.0129  -0.595
N: -0.5698 4.7852 0.0153  0.463
C: -1.9584 4.8771 0.5554  1.875
C: -2.8362 3.6568 0.2769  -1.977
C: -1.8805 5.1587 2.0622  -1.534
C: -1.7439 3.9307 2.9889  -1.242
C: -0.6970 2.8701 2.6067  0.254
C: 0.6822 3.0843 3.2345  -1.009
C: 1.6326 1.9526 2.7959  -0.715
C: 2.1370 2.1169 1.3575  0.383
C: 2.4230 0.7627 0.6903  -0.933
C: 1.4896 0.4637 -0.4787  0.459
C: 1.8426 -0.8397 -1.2033  -1.019
C: 0.7377 -1.8770 -1.1155  -0.491
O: -0.4168 -1.4002 -1.7725  -0.323
C: -1.3990 -2.4000 -1.9671  -0.622
C: -2.5207 6.0772 -0.3334  -0.323
I: -2.0091 8.0106 0.6662  0.173
P: -4.3720 6.1219 -0.6533  -0.249
O: -4.8444 7.5010 0.0730  -0.406
O: -4.4728 6.4683 -2.2546  -0.522
H: -1.8256 3.0283 -3.6868  0.727
H: -2.3677 6.9465 -3.4250  0.497
H: -2.3696 8.0865 -2.1323  0.384
H: -0.7947 8.8308 -3.6195  0.176
H: 0.2262 8.1588 -2.3943  0.750
H: -0.2739 6.0617 -4.3692  0.260
H: -0.0401 7.5547 -5.2266  0.484
H: 2.1107 7.7151 -3.5278  0.520
H: 2.1185 7.1208 -5.1599  0.407
H: 3.1068 5.6174 -3.4575  0.267
H: 0.7528 2.8044 -4.6355  0.296
H: 1.2640 3.2844 -3.0033  -0.054
H: 2.4208 2.5615 -4.1689  0.395
H: 0.1276 4.8508 0.7491  0.271
H: -3.7666 3.7865 0.8298  0.504
H: -2.3914 2.7264 0.6146  0.292
H: -3.0952 3.5454 -0.7695  0.410
H: -1.1035 5.8825 2.2977  0.704
H: -2.8210 5.6512 2.3261  0.367
H: -2.7166 3.4776 3.1757  0.385
H: -1.4262 4.3250 3.9581  0.505
H: -1.0572 1.9030 2.9671  0.462
H: -0.5691 2.7558 1.5349  -0.255
H: 1.1045 4.0557 2.9614  0.274
H: 0.5849 3.0083 4.3201  0.420
H: 2.4663 1.8192 3.4800  0.362
H: 1.0254 1.0407 2.8091  0.406
H: 1.4357 2.6785 0.7405  -0.473
H: 3.0787 2.6680 1.4052  0.464
H: 3.4535 0.6916 0.3347  0.406
H: 2.3140 -0.0469 1.4185  0.131
H: 0.4511 0.4144 -0.1417  0.247
H: 1.5349 1.2919 -1.1841  -0.380
H: 2.7699 -1.2831 -0.8342  0.392
H: 2.0007 -0.6561 -2.2705  0.359
H: 1.0891 -2.8152 -1.5528  0.583
H: 0.5361 -2.0584 -0.0487  0.303
H: -1.0975 -3.3603 -1.5466  0.126
H: -2.3436 -2.1111 -1.5019  0.282
H: -1.5707 -2.5294 -3.0383  0.250
H: -5.8050 7.5299 -0.0394  0.364
H: -4.1700 5.6967 -2.7578  0.329
C: 3.8875 -0.9411 7.5498  -0.554
C: 5.3541 -0.5913 7.2677  -0.473
C: 5.6253 -0.8969 5.7864  -0.604
S: 4.0522 -0.7037 4.9399  1.221
O: 3.6373 -1.9803 4.4195  -0.636
O: 4.0968 0.4594 4.0865  -0.717
C: 3.0875 -0.3340 6.4005  -0.835
H: 3.5545 -0.5517 8.5107  0.434
H: 3.7650 -2.0240 7.5656  0.179
H: 5.5190 0.4738 7.4468  0.406
H: 6.0290 -1.1414 7.9217  0.087
H: 6.3419 -0.2082 5.3449  0.431
H: 5.9511 -1.9220 5.6370  0.205
H: 2.0909 -0.7542 6.2872  0.530
H: 3.0305 0.7513 6.4848  0.354
C: 3.3126 -5.8811 1.8256  -0.671
C: 2.7052 -7.2293 1.4112  -0.833
C: 1.2204 -6.9917 1.1074  -0.454
S: 1.0946 -5.2779 0.5713  1.326
O: 0.3151 -4.5474 1.5369  -0.697
O: 0.7695 -5.2401 -0.8369  -0.673
C: 2.8206 -4.8667 0.7989  -0.623
H: 4.4003 -5.9176 1.8559  0.389
H: 2.9575 -5.6029 2.8199  0.297
H: 3.2101 -7.5972 0.5157  0.312
H: 2.8266 -7.9826 2.1877  0.375
H: 0.8502 -7.6406 0.3170  0.138
H: 0.6009 -7.1027 1.9948  0.437
H: 2.9028 -3.8332 1.1300  0.326
H: 3.3186 -4.9969 -0.1619  0.354
C: -2.9053 -8.4122 -3.2023  -0.036
C: -2.0845 -7.2242 -2.6835  -0.898
C: -2.1196 -7.2862 -1.1517  0.424
S: -2.3238 -9.0162 -0.7237  1.175
O: -3.6039 -9.1939 -0.0815  -0.671
O: -1.1127 -9.5088 -0.1108  -0.691
C: -2.4419 -9.6237 -2.4014  -0.857
H: -2.7675 -8.5671 -4.2703  0.475
H: -3.9667 -8.2345 -3.0251  -0.254
H: -1.0546 -7.3099 -3.0350  0.289
H: -2.4730 -6.2731 -3.0430  0.439
H: -1.2003 -6.9217 -0.7053  -0.731
H: -2.9699 -6.7394 -0.7489  0.438
H: -3.1335 -10.4627 -2.4322  0.443
H: -1.4477 -9.9476 -2.7075  0.357
C: 8.3750 -4.9269 9.0717  -0.628
C: 7.8041 -6.2337 8.5040  -0.604
C: 6.3107 -6.0042 8.2363  -0.801
S: 6.1282 -4.2478 7.9024  1.319
O: 5.3355 -3.6574 8.9515  -0.679
O: 5.7941 -4.0517 6.5156  -0.722
C: 7.8451 -3.8143 8.1724  -0.755
H: 9.4634 -4.9353 9.0932  0.370
H: 8.0190 -4.7797 10.0934  0.305
H: 8.3130 -6.4780 7.5697  0.300
H: 7.9537 -7.0690 9.1858  0.328
H: 5.9509 -6.5600 7.3746  0.333
H: 5.7010 -6.2360 9.1072  0.364
H: 7.9007 -2.8248 8.6204  0.404
H: 8.3400 -3.8164 7.2015  0.407
C: -8.5480 -10.1740 -4.0232  -0.595
C: -8.0991 -9.4754 -2.7320  -0.831
C: -6.6224 -9.0981 -2.9036  -0.389
S: -6.3702 -8.8666 -4.6719  1.216
O: -5.4623 -9.8821 -5.1450  -0.638
O: -6.1353 -7.4726 -4.9487  -0.690
C: -8.0317 -9.3082 -5.1684  -0.727
H: -9.6300 -10.2867 -4.0677  0.365
H: -8.1029 -11.1695 -4.0801  0.286
H: -8.6948 -8.5733 -2.5803  0.312
H: -8.2390 -10.1103 -1.8589  0.358
H: -6.3674 -8.1750 -2.3896  0.413
H: -5.9598 -9.8976 -2.5771  0.244
H: -7.9945 -9.8210 -6.1264  0.402
H: -8.6021 -8.3843 -5.2587  0.344
C: -2.1621 12.8359 -5.7153  -0.598
C: -3.3168 12.1742 -4.9502  -0.597
C: -3.7070 10.9044 -5.7175  -0.618
S: -2.2189 10.3555 -6.5660  0.979
O: -2.4287 10.4597 -7.9864  -0.691
O: -1.7481 9.1323 -5.9692  -0.500
C: -1.1799 11.7147 -6.0380  -0.630
H: -1.6882 13.6235 -5.1315  0.348
H: -2.5358 13.2804 -6.6402  0.298
H: -2.9829 11.9097 -3.9450  0.275
H: -4.1687 12.8442 -4.8459  0.329
H: -4.0457 10.1078 -5.0597  0.317
H: -4.4608 11.1032 -6.4766  0.357
H: -0.4787 11.9576 -6.8326  0.412
H: -0.6413 11.3887 -5.1482  0.295

Atomic forces in eV per Å
0.45 -1.43 -1.04
-0.13 1.38 0.89
0.01 -0.39 -0.60
0.43 0.25 -0.18
0.02 0.15 -0.28
0.25 0.41 0.35
0.46 -0.09 -0.95
-0.43 0.30 0.01
0.44 -0.31 -0.31
-0.08 0.00 -0.05
-0.38 0.27 0.16
-0.54 -0.34 0.34
0.14 0.08 -0.30
0.26 0.45 0.56
0.28 0.62 -0.83
-0.14 -0.18 0.32
-0.76 -0.41 0.31
0.48 0.22 -0.11
-0.01 0.01 0.43
0.21 -0.71 -0.11
-0.82 0.40 -0.46
0.73 -0.43 0.39
-0.19 -0.23 -0.15
0.26 -0.02 -0.08
-0.49 -0.03 -0.57
0.61 0.08 0.47
0.00 -0.07 -0.04
-0.11 -0.04 -0.08
0.09 1.42 0.63
0.27 -0.07 -0.10
-0.57 -1.78 0.36
0.00 0.19 -0.74
0.16 0.45 0.21
-0.43 0.14 0.04
-0.04 0.00 0.00
0.06 -0.11 0.26
-0.10 0.02 0.04
-0.02 -0.23 0.17
0.00 -0.10 0.10
-0.16 -0.09 -0.05
-0.10 -0.15 0.32
-0.01 0.06 -0.02
-0.07 -0.19 0.39
0.01 -0.10 0.00
0.10 -0.02 0.13
0.08 -0.01 0.09
0.05 -0.49 0.01
-0.06 -0.04 -0.02
0.22 0.01 0.00
0.06 0.02 -0.05
0.15 -0.03 -0.26
0.02 0.06 0.11
-0.06 -0.09 -0.27
-0.16 0.04 0.09
0.01 -0.06 -0.04
-0.12 0.06 -0.18
-0.02 0.13 0.15
-0.05 0.41 0.07
-0.08 0.02 -0.07
0.13 -0.15 0.25
-0.05 0.11 0.00
-0.13 0.29 -0.15
0.04 0.14 -0.02
0.09 0.04 0.11
-0.03 0.05 0.08
-0.02 0.16 -0.06
0.00 0.03 0.19
0.09 0.09 0.02
-0.16 -0.07 -0.10
-0.22 -0.15 -0.04
0.08 -0.02 0.03
0.02 0.12 0.05
-0.01 -0.03 -0.03
-0.02 0.12 0.24
-0.11 0.01 -0.08
0.05 -0.03 -0.10
-0.07 0.10 -0.13
0.25 0.07 0.25
0.04 0.13 0.17
-0.02 0.00 -0.18
0.14 -0.21 -0.06
-0.05 0.00 0.29
0.01 -0.01 0.01
-0.02 -0.01 0.00
-0.03 0.00 0.04
-0.01 -0.03 -0.01
-0.08 0.01 -0.11
-0.12 -0.08 -0.05
0.01 -0.01 -0.13
0.00 0.01 -0.06
-0.11 -0.08 0.04
0.03 0.08 -0.02
0.19 -0.23 0.04
0.34 -0.25 0.08
-0.20 0.08 -0.15
-0.25 0.05 0.03
0.24 0.02 0.10
0.00 0.02 0.01
0.03 0.05 0.00
-0.01 0.01 -0.01
-0.01 -0.02 0.00
-0.12 0.04 0.02
-0.05 0.09 -0.02
-0.12 0.03 -0.03
-0.05 0.01 -0.03
0.08 0.09 0.00
0.00 -0.12 0.01
0.02 0.29 -0.21
0.10 0.08 -0.23
0.03 -0.08 0.11
-0.09 -0.04 0.17
-0.08 0.02 -0.26
-0.07 -0.01 -0.01
0.00 0.01 -0.02
0.01 0.00 0.03
0.00 0.00 0.00
0.00 0.02 0.09
-0.03 -0.10 0.09
0.02 -0.02 0.10
0.02 -0.01 0.05
-0.08 -0.06 0.01
0.01 0.06 -0.02
0.18 -0.27 0.06
0.29 -0.26 0.07
-0.11 0.10 -0.09
-0.18 0.13 0.00
0.23 -0.05 0.13
0.00 0.00 0.00
0.01 0.03 0.00
-0.01 0.02 -0.01
-0.01 -0.01 0.00
-0.10 0.08 -0.02
-0.04 0.10 0.00
-0.11 0.03 -0.04
-0.04 0.01 -0.03
0.09 0.01 0.06
-0.02 0.00 -0.06
-0.20 -0.06 0.22
-0.21 0.04 0.15
0.11 0.07 -0.04
0.19 -0.03 -0.09
-0.24 -0.16 0.04
0.00 -0.01 0.00
-0.01 0.00 -0.03
0.01 0.01 -0.02
0.01 0.01 0.01
0.10 0.01 -0.06
0.05 0.01 -0.07
0.12 0.05 -0.03
0.05 0.03 -0.01
-0.08 -0.05 -0.01
0.06 -0.01 -0.01
-0.17 0.19 0.22
0.02 0.11 0.19
0.01 -0.10 -0.04
-0.03 -0.08 -0.18
0.03 0.26 0.08
0.00 0.01 0.00
0.03 0.00 -0.01
0.02 -0.01 -0.01
-0.01 -0.01 0.01
0.03 -0.09 -0.08
0.06 -0.04 -0.08
-0.01 -0.12 -0.05
0.00 -0.06 -0.01

As for the charge: 0. As for the LUMO energy: 0.28 eV.